The following is a DFT calculation (ωB97M-V/def2-TZVPD) of a gas-phase ion, C7H11BrNO (charge +1) in a non-equilibrium geometry.

- HOMO-LUMO gap: 5.3198 eV
- Energy relative to the best compared isomer or geometry (same formula, charge and spin): 288.74 kJ/mol
- E_HOMO: -12.9 eV

Structure (ORCA input):
```
! RIJCOSX wB97M-V def2-TZVPD def2/J DEFGRID3
* xyz 1 1
C -1.2121 -1.1742 -0.0314
C -0.0658 -1.3116 0.9375
C 1.2132 -0.4170 0.8945
C 0.1113 1.3807 -0.6570
C -1.0144 1.3437 0.3637
C 1.2783 0.3611 -0.4407
C -1.8790 0.1221 0.2581
N 1.5491 -0.5743 -1.4142
O -1.5122 -1.9116 -0.9337
Br -3.7572 0.3611 0.1236
H -0.5723 -1.0509 1.8869
H 0.2156 -2.3261 0.9497
H 1.1367 0.2566 1.7334
H 2.0128 -1.0874 1.0269
H -0.2819 1.0838 -1.6638
H 0.4365 2.4125 -0.6339
H -0.5953 1.4287 1.3412
H -1.7122 2.0631 0.2131
H 2.2886 0.8366 -0.3405
H 1.2982 -0.2788 -2.3924
H 1.0621 -1.5180 -1.2210
*
```